#A
This record from OMol25 describes a 2-piece molecular cluster, C2H7NO overall. The level of theory is ωB97M-V/def2-TZVPD.

## Properties
- SMILES: C=CN.O
- E_LUMO: 0.88 eV
- Orbital gap: 9.444 eV
- E_HOMO: -8.57 eV

Last column: Löwdin charge in e.
Cartesian coordinates (Å):
C (0.73410, -0.27761, -0.25487)  -0.033
C (0.20185, 0.69097, 0.54900)  -0.317
N (0.98942, 1.57092, 1.25630)  0.025
H (0.82258, -1.35582, -0.31591)  0.048
H (1.71756, 0.09302, -0.59360)  0.040
H (-0.86914, 0.81029, 0.70998)  0.089
H (1.53281, 1.06011, 1.93502)  0.091
H (0.53739, 2.41193, 1.59313)  0.083
O (-2.00902, -1.91105, -1.90776)  -0.066
H (-1.38502, -1.20064, -2.00081)  -0.001
H (-2.27253, -1.89211, -0.97048)  0.040

---

#B
This record from OMol25 describes a 2-piece molecular cluster, C2H7NO overall. The level of theory is ωB97M-V/def2-TZVPD.

## Properties
- SMILES: C=CN.O
- E_LUMO: 0.98 eV
- Orbital gap: 9.783 eV
- E_HOMO: -8.80 eV

Last column: Löwdin charge in e.
Cartesian coordinates (Å):
C (1.06191, -0.52869, 1.12255)  -0.027
C (0.13354, -0.79948, 0.20535)  -0.295
N (-1.16121, -0.25849, 0.34219)  0.018
H (0.80372, 0.01701, 2.02263)  0.048
H (2.08687, -0.86935, 1.12595)  0.042
H (0.30424, -1.29666, -0.72956)  0.101
H (-1.38740, 0.01729, 1.29174)  0.086
H (-1.88151, -0.83847, -0.04143)  0.075
O (-0.07008, 1.67108, -2.16374)  -0.076
H (0.46456, 2.03626, -1.43986)  0.038
H (-0.35463, 0.84949, -1.73582)  -0.008

---

#C
This record from OMol25 describes a single C2H7NO molecule. The level of theory is ωB97M-V/def2-TZVPD.

## Properties
- SMILES: CNCO
- E_LUMO: 1.13 eV
- Orbital gap: 10.178 eV
- E_HOMO: -9.05 eV

Last column: Löwdin charge in e.
Cartesian coordinates (Å):
C (0.49411, -0.24057, -1.39429)  -0.144
N (0.25866, 0.47200, -0.11650)  -0.116
C (-0.42698, -0.21530, 0.90885)  -0.296
O (-0.83064, 0.73237, 1.97999)  -0.073
H (1.46433, -0.57473, -1.69745)  0.049
H (-0.15311, -1.19282, -1.63341)  0.110
H (0.28748, 0.34394, -2.24461)  0.042
H (-0.18393, 1.39537, -0.46283)  0.148
H (0.38968, -0.75705, 1.43388)  0.121
H (-1.22609, -0.91043, 0.73373)  0.110
H (-0.07351, 0.94722, 2.49265)  0.049

---

#D
This record from OMol25 describes a 2-piece molecular cluster, C2H7NO overall. The level of theory is ωB97M-V/def2-TZVPD.

## Properties
- SMILES: CC=O.N
- E_LUMO: 0.93 eV
- Orbital gap: 10.528 eV
- E_HOMO: -9.60 eV

Last column: Löwdin charge in e.
Cartesian coordinates (Å):
C (0.47997, 0.02910, -0.11134)  -0.064
C (1.29336, -0.31939, 1.11594)  -0.337
O (1.58170, 0.41997, 2.01287)  0.041
H (-0.15643, 0.88230, 0.04756)  0.070
H (1.24515, 0.17504, -0.87305)  0.083
H (-0.09835, -0.85749, -0.36519)  0.061
H (1.67115, -1.36198, 1.11404)  0.111
N (-2.49140, -0.05539, -2.06894)  0.021
H (-3.33093, -0.30294, -1.55916)  0.011
H (-2.13653, -0.81542, -2.61395)  0.002
H (-2.50237, 0.85681, -2.47900)  0.003

---

Name the most stable of them. #D.

---

#A
This record from OMol25 describes a 3-piece molecular cluster, C4H16N2O2 overall. The level of theory is ωB97M-V/def2-TZVPD.

## Properties
- SMILES: CNCCCN.O.O
- E_LUMO: 0.34 eV
- Orbital gap: 9.103 eV
- E_HOMO: -8.77 eV

Last column: Löwdin charge in e.
Cartesian coordinates (Å):
C (1.14845, 1.33345, 1.96195)  -0.137
N (0.92431, 0.23795, 0.98582)  -0.102
C (0.98446, 0.82133, -0.36536)  -0.318
C (0.30946, -0.06715, -1.37327)  -0.229
C (-1.24714, -0.21209, -1.36567)  -0.259
N (-1.90588, 1.10970, -1.25631)  0.020
H (1.50635, 2.22085, 1.45050)  0.059
H (0.29163, 1.65990, 2.57676)  0.081
H (2.02022, 1.03475, 2.54375)  0.065
H (-0.04344, -0.14391, 1.23316)  0.102
H (2.07028, 0.98798, -0.80348)  0.145
H (0.59593, 1.83010, -0.52748)  0.088
H (0.79753, -1.16360, -1.33393)  0.113
H (0.74858, 0.17880, -2.40544)  0.120
H (-1.68770, -0.91430, -0.64827)  0.079
H (-1.43031, -0.71947, -2.31117)  0.090
H (-2.09944, 1.30431, -0.34583)  0.003
H (-1.43759, 1.89528, -1.66730)  0.059
O (1.77494, -2.99273, -0.48851)  -0.061
H (2.52793, -2.78650, -1.04053)  0.034
H (1.71048, -2.21370, 0.05530)  -0.002
O (-2.32411, -0.71698, 1.48479)  -0.118
H (-2.19145, -1.28000, 2.32331)  0.087
H (-3.04348, -1.40400, 1.31718)  0.081

---

#B
This record from OMol25 describes a 3-piece molecular cluster, C4H16N2O2 overall. The level of theory is ωB97M-V/def2-TZVPD.

## Properties
- SMILES: CNCCCN.O.O
- E_LUMO: 0.38 eV
- Orbital gap: 9.319 eV
- E_HOMO: -8.94 eV

Last column: Löwdin charge in e.
Cartesian coordinates (Å):
C (-2.89258, -0.26782, 0.62184)  -0.162
N (-2.75464, 0.95145, -0.18898)  -0.107
C (-1.32401, 1.19780, -0.44071)  -0.297
C (-0.65946, 2.53201, -0.12335)  -0.221
C (0.83769, 2.52340, 0.01970)  -0.334
N (1.37816, 2.36179, 1.35232)  -0.012
H (-2.71328, 0.09749, 1.67157)  0.090
H (-2.30645, -1.18651, 0.49283)  0.068
H (-3.89985, -0.62895, 0.76950)  0.059
H (-3.01453, 0.79680, -1.16082)  0.092
H (-1.09709, 0.99207, -1.55310)  0.130
H (-0.66165, 0.34227, -0.15554)  0.106
H (-0.88303, 3.27656, -0.95061)  0.118
H (-1.29616, 2.92523, 0.72912)  0.125
H (1.46329, 2.12723, -0.79835)  0.121
H (1.24332, 3.52003, -0.31637)  0.105
H (0.77276, 2.68398, 2.08676)  0.059
H (1.70942, 1.41692, 1.56002)  0.062
O (1.84384, -2.89486, 0.48450)  -0.057
H (1.35577, -3.69535, 0.29902)  0.025
H (1.40303, -2.28145, 1.07974)  0.031
O (4.11315, -5.72496, -1.62175)  -0.068
H (4.04313, -5.78739, -2.59364)  0.046
H (3.33917, -5.27776, -1.26368)  0.020

---

Name the most stable of them. #A.

---

#A
This record from OMol25 describes a single C15H18N4O4 molecule. The level of theory is ωB97M-V/def2-TZVPD.

## Properties
- SMILES: NC(=O)C[C@H](N)C(=O)N[C@@H](Cc1c[nH]c2ccccc12)C(=O)O
- E_LUMO: 0.59 eV
- Orbital gap: 8.365 eV
- E_HOMO: -7.77 eV

Last column: Löwdin charge in e.
Cartesian coordinates (Å):
N (0.28658, 3.17112, 1.35635)  0.157
C (-0.22518, 3.25259, 0.07192)  -0.517
O (-1.41516, 3.15573, -0.03415)  0.043
C (0.77122, 3.54031, -1.15207)  -0.037
C (1.12342, 2.21857, -1.81294)  -0.282
N (-0.11235, 1.50942, -2.22995)  0.096
C (1.96349, 1.38890, -0.84499)  -0.445
O (3.07122, 1.74693, -0.58193)  0.089
N (1.17618, 0.43110, -0.12999)  0.141
C (1.69181, -0.48891, 0.97865)  -0.180
C (0.58625, -1.01896, 1.87389)  -0.118
C (-0.43351, -1.90142, 1.25875)  -0.116
C (-0.38851, -3.17809, 0.69129)  -0.103
N (-1.48816, -3.49644, 0.04941)  0.037
C (-2.32015, -2.40371, -0.10975)  -0.179
C (-3.50802, -2.19625, -0.91106)  -0.020
C (-3.98562, -0.89402, -1.07455)  -0.110
C (-3.41623, 0.07448, -0.28190)  -0.122
C (-2.43005, -0.10489, 0.72829)  -0.027
C (-1.82285, -1.39520, 0.78453)  -0.090
C (2.71555, -1.46975, 0.49371)  -0.539
O (3.41265, -1.36278, -0.47740)  0.138
O (2.94348, -2.26936, 1.49228)  0.123
H (1.14867, 3.46376, 1.72033)  0.078
H (-0.46130, 2.94117, 2.04725)  0.124
H (0.11990, 4.09845, -1.80493)  0.114
H (1.45095, 4.23025, -0.64756)  0.123
H (1.78752, 2.47323, -2.61602)  0.139
H (-0.13012, 1.20581, -3.15018)  0.059
H (-0.86836, 2.08737, -1.97712)  0.043
H (0.24004, 0.27871, -0.47160)  0.097
H (2.29763, 0.19488, 1.59419)  0.164
H (1.06832, -1.67236, 2.59572)  0.116
H (0.16853, -0.17057, 2.37818)  0.111
H (0.37777, -4.01449, 0.63772)  0.150
H (-1.49659, -4.46032, -0.29574)  0.167
H (-3.85548, -3.04652, -1.43450)  0.083
H (-4.90400, -0.79833, -1.74826)  0.128
H (-3.75843, 1.10407, -0.22715)  0.095
H (-2.08263, 0.70622, 1.42995)  0.113
H (3.83474, -2.63389, 1.29598)  0.157

---

#B
This record from OMol25 describes a single C15H18N4O4 molecule. The level of theory is ωB97M-V/def2-TZVPD.

## Properties
- SMILES: N[C@@H](Cc1c[nH]cn1)C(=O)N[C@@H](Cc1ccc(O)cc1)C(=O)O
- E_LUMO: 0.57 eV
- Orbital gap: 8.586 eV
- E_HOMO: -8.02 eV

Last column: Löwdin charge in e.
Cartesian coordinates (Å):
N (1.11578, -2.15383, -1.51724)  0.041
C (1.15130, -2.02603, -0.11506)  -0.344
C (2.45323, -2.26528, 0.66039)  -0.069
C (3.54940, -1.23008, 0.13888)  -0.208
C (4.83723, -1.05160, 0.58039)  -0.049
N (5.28337, 0.10840, -0.03731)  0.050
C (4.27706, 0.54691, -0.87698)  -0.162
N (3.18581, -0.17554, -0.72734)  0.058
C (0.52497, -0.68260, 0.40698)  -0.467
O (0.45308, -0.43108, 1.62765)  0.038
N (0.21011, 0.13927, -0.54610)  0.103
C (-0.44752, 1.41149, -0.37352)  -0.150
C (-1.52681, 1.67900, 0.74963)  -0.086
C (-2.73810, 0.80111, 0.52041)  -0.237
C (-3.65304, 1.15691, -0.50164)  -0.055
C (-4.68469, 0.36510, -0.85464)  -0.020
C (-4.87747, -0.90411, -0.21421)  -0.318
O (-5.79519, -1.70782, -0.74453)  0.069
C (-4.00607, -1.21963, 0.86640)  -0.006
C (-2.95489, -0.32140, 1.30876)  -0.019
C (0.63216, 2.54676, -0.10562)  -0.480
O (0.28181, 3.67929, 0.12033)  0.094
O (1.89531, 2.14333, -0.02063)  0.088
H (1.23591, -3.11345, -1.85576)  0.099
H (1.69498, -1.55886, -2.08634)  0.066
H (0.39316, -2.71811, 0.31268)  0.159
H (2.26337, -2.09391, 1.77949)  0.135
H (2.72507, -3.30724, 0.58018)  0.097
H (5.47679, -1.47672, 1.33285)  0.114
H (6.23960, 0.42060, -0.07848)  0.144
H (4.41636, 1.47796, -1.46382)  0.141
H (0.41113, -0.15978, -1.49372)  0.139
H (-0.88566, 1.77519, -1.33344)  0.165
H (-1.10078, 1.43320, 1.75163)  0.131
H (-1.88353, 2.69450, 0.56854)  0.116
H (-3.55287, 2.15099, -1.00695)  0.135
H (-5.24834, 0.78168, -1.61363)  0.089
H (-5.75610, -2.60874, -0.46695)  0.098
H (-4.33734, -2.00893, 1.61170)  0.121
H (-2.54975, -0.55375, 2.22799)  0.085
H (1.99187, 1.12815, 0.02634)  0.095

---

#C
This record from OMol25 describes a single C15H18N4O4 molecule. The level of theory is ωB97M-V/def2-TZVPD.

## Properties
- SMILES: CCOc1ccccc1NC(=O)CCCn1cc([N+](=O)[O-])cn1
- E_LUMO: -0.35 eV
- Orbital gap: 7.840 eV
- E_HOMO: -8.19 eV

Last column: Löwdin charge in e.
Cartesian coordinates (Å):
C (-0.81994, -3.58026, 0.89144)  -0.056
C (-0.59035, -2.83025, -0.41596)  -0.244
O (-1.01707, -1.48491, -0.35468)  -0.083
C (-2.35938, -1.20199, -0.27548)  -0.203
C (-3.38491, -2.07468, -0.59803)  -0.029
C (-4.70571, -1.65638, -0.52865)  -0.092
C (-5.00992, -0.36749, -0.13806)  -0.089
C (-3.99574, 0.51528, 0.19420)  -0.006
C (-2.67134, 0.11031, 0.13427)  -0.141
N (-1.59417, 0.93430, 0.47430)  0.138
C (-1.58169, 2.28222, 0.61629)  -0.477
O (-2.54170, 3.01103, 0.48408)  0.071
C (-0.19013, 2.82794, 0.92898)  -0.106
C (0.56140, 3.17080, -0.36149)  -0.148
C (0.84276, 1.95280, -1.24965)  -0.114
N (1.72479, 1.01007, -0.61126)  -0.119
C (3.01709, 0.80159, -0.86908)  0.048
C (3.43549, -0.19305, 0.00806)  -0.139
N (4.72426, -0.75762, 0.10668)  -0.379
O (4.88838, -1.63915, 0.92546)  0.086
O (5.58211, -0.32336, -0.63683)  0.082
C (2.29124, -0.51240, 0.76613)  -0.033
N (1.28141, 0.22721, 0.37451)  0.082
H (-1.88146, -3.64192, 1.11878)  0.070
H (-0.41582, -4.58550, 0.81333)  0.079
H (-0.32335, -3.06120, 1.70744)  0.076
H (0.48130, -2.75879, -0.62321)  0.117
H (-1.06693, -3.35309, -1.25423)  0.116
H (-3.17068, -3.08318, -0.91558)  0.107
H (-5.49220, -2.34960, -0.78587)  0.101
H (-6.03760, -0.04325, -0.08599)  0.101
H (-4.22060, 1.52327, 0.49914)  0.103
H (-0.70699, 0.43742, 0.55213)  0.095
H (0.37561, 2.11037, 1.52229)  0.102
H (-0.31765, 3.74470, 1.50547)  0.122
H (-0.03682, 3.87569, -0.94060)  0.122
H (1.50748, 3.65523, -0.10859)  0.116
H (-0.09226, 1.43918, -1.48553)  0.130
H (1.31515, 2.27667, -2.17923)  0.131
H (3.56678, 1.32667, -1.62289)  0.141
H (2.19675, -1.23139, 1.55339)  0.124

---

Name the most stable of them. #B.

---

#A
This record from OMol25 describes a single C8H12N2O2S molecule. The level of theory is ωB97M-V/def2-TZVPD.

## Properties
- E_LUMO: 0.59 eV
- Orbital gap: 9.175 eV
- E_HOMO: -8.58 eV

Last column: Löwdin charge in e.
Cartesian coordinates (Å):
C (1.62841, -3.67420, -0.09525)  -0.113
C (0.55810, -3.33539, 0.75567)  -0.073
C (1.87088, -2.87523, -1.16922)  -0.092
C (-0.22573, -2.17982, 0.60554)  -0.071
C (1.11819, -1.71396, -1.39020)  0.033
C (0.05737, -1.34657, -0.45505)  -0.368
C (0.73025, 1.57453, 1.68565)  -0.294
C (-0.36308, 2.94139, 0.11566)  -0.117
N (-2.72158, 1.33477, -0.02329)  -0.280
N (-0.54336, 1.78708, 1.00906)  -0.315
O (1.14147, 2.75363, 2.36072)  -0.056
O (-0.66741, -0.28251, -0.80658)  -0.256
S (-1.57225, 0.47225, 0.49016)  1.036
H (2.29518, -4.47834, 0.15861)  0.097
H (0.21992, -3.99890, 1.55740)  0.103
H (2.51174, -3.39271, -1.84322)  0.098
H (-0.95017, -1.89097, 1.36166)  0.078
H (1.21754, -1.19046, -2.20813)  0.051
H (0.76346, 2.91643, 3.26212)  0.119
H (0.78508, 0.75969, 2.42148)  0.135
H (1.41664, 1.45522, 0.94939)  0.085
H (0.38761, 2.84640, -0.61594)  0.068
H (-1.12486, 2.97917, -0.71800)  0.092
H (-0.32549, 3.85990, 0.61430)  0.068
H (-3.57937, 0.87551, -0.07854)  -0.030

---

#B
This record from OMol25 describes a single C8H12N2O2S molecule. The level of theory is ωB97M-V/def2-TZVPD.

## Properties
- SMILES: CN1C(=O)[C@@]2(C)S[C@]1(C)C(=O)N2C
- E_LUMO: 0.65 eV
- Orbital gap: 9.732 eV
- E_HOMO: -9.08 eV

Last column: Löwdin charge in e.
Cartesian coordinates (Å):
C (-0.45932, -2.53129, -0.84963)  -0.007
N (-0.06037, -1.15562, -0.72180)  -0.090
C (1.12485, -0.77188, -0.20330)  -0.455
O (2.03291, -1.48214, 0.15378)  0.104
C (1.07843, 0.76797, -0.07691)  -0.594
C (2.39907, 1.43934, 0.17495)  -0.043
S (0.22604, 1.22365, -1.64782)  1.051
C (-0.93949, -0.01594, -0.93586)  -0.594
C (-2.18540, -0.28262, -1.73265)  -0.043
C (-1.16250, 0.56792, 0.47788)  -0.455
O (-2.20333, 0.55936, 1.08874)  0.104
N (0.03512, 1.01874, 0.90601)  -0.090
C (0.26835, 1.49742, 2.24184)  -0.007
H (-1.30740, -2.75077, -0.19840)  0.100
H (-0.72314, -2.76226, -1.88191)  0.093
H (0.39468, -3.13715, -0.54888)  0.096
H (2.27154, 2.51266, 0.28954)  0.088
H (3.05529, 1.24933, -0.67090)  0.093
H (2.86151, 1.02202, 1.06682)  0.092
H (-1.94172, -0.72702, -2.69417)  0.088
H (-2.70274, 0.65910, -1.89906)  0.093
H (-2.84674, -0.94194, -1.17463)  0.092
H (0.95361, 0.83679, 2.77594)  0.100
H (0.67639, 2.50809, 2.22387)  0.093
H (-0.69624, 1.50436, 2.74787)  0.096

---

#C
This record from OMol25 describes a single C8H12N2O2S molecule. The level of theory is ωB97M-V/def2-TZVPD.

## Properties
- SMILES: CN(C)S(=O)(=O)[C@@H]1C=CC=CN=C1
- E_LUMO: 0.49 eV
- Orbital gap: 8.996 eV
- E_HOMO: -8.50 eV

Last column: Löwdin charge in e.
Cartesian coordinates (Å):
C (1.22445, -1.22511, 1.96492)  -0.082
N (1.01556, -0.60748, 0.65939)  -0.351
C (2.18321, -0.42044, -0.20283)  -0.093
S (0.26051, 0.92837, 0.81674)  0.696
O (-0.85360, 0.73976, 1.66355)  -0.286
O (1.22525, 1.89512, 1.28966)  -0.297
C (-0.41516, 1.48678, -0.85420)  -0.291
C (-1.80768, 1.51662, -0.84831)  -0.125
C (-2.50817, 0.48084, -0.37289)  -0.072
C (-1.98227, -0.84925, -0.14574)  -0.070
C (-0.88109, -1.33788, -0.78728)  -0.177
N (-0.21582, -0.72163, -1.79142)  0.056
C (-0.08315, 0.51900, -2.00889)  -0.106
H (0.24350, -1.20539, 2.59508)  0.121
H (1.47193, -2.20121, 1.82410)  0.051
H (1.86209, -0.54143, 2.59573)  0.106
H (2.50091, -1.27376, -0.74436)  0.091
H (2.03438, 0.30270, -0.95332)  0.051
H (2.83872, 0.10419, 0.46583)  0.083
H (0.21565, 2.39508, -0.98322)  0.139
H (-2.34578, 2.42398, -0.92306)  0.114
H (-3.55360, 0.55885, -0.40448)  0.099
H (-2.44674, -1.47970, 0.51007)  0.079
H (-0.48051, -2.35410, -0.50114)  0.136
H (0.49743, 0.86609, -2.86392)  0.127

---

Name the most stable of them. #B.